Entry from the OMol25 dataset: a cluster of 2 separate species, C2H8 in total (ωB97M-V with the def2-TZVPD basis set).

Structure (XYZ):
```
10
Properties=species:S:1:pos:R:3:forces:R:3:mulliken_charge:R:1
C -2.46526 -1.76503 -1.14669 0.000 0.004 -0.002 -0.859
H 2.13237 0.77613 1.49533 0.124 0.364 -0.131 0.214
H -1.78018 -2.62204 -1.22531 -0.254 0.317 0.030 0.215
H -1.90628 -0.83232 -1.31275 -0.205 -0.344 0.062 0.210
H 1.84635 2.54526 1.61315 0.229 -0.287 -0.173 0.216
C 2.46539 1.76481 1.14659 -0.003 0.000 0.004 -0.867
H 3.51843 1.91662 1.42600 -0.389 -0.057 -0.105 0.222
H 2.36390 1.82142 0.05276 0.039 -0.021 0.404 0.215
H -3.25692 -1.85737 -1.90481 0.292 0.032 0.281 0.219
H -2.91781 -1.74746 -0.14426 0.168 -0.008 -0.370 0.215
```
Forces are in eV/Å.

Calculated values
net charge = 0
HOMO energy = -0.4906 Ha
frontier orbital gap = 14.38 eV
multiplicity = 1
SMILES = C.C


Entry from the OMol25 dataset: the molecule C4H8N6O2 in a non-equilibrium geometry (ωB97M-V with the def2-TZVPD basis set).

Structure (XYZ):
```
20
Properties=species:S:1:pos:R:3:forces:R:3:mulliken_charge:R:1
H -0.87668 2.27141 -0.55395 -0.047 -0.004 0.038 0.310
O 2.46695 1.19909 0.65623 -0.029 0.189 0.341 -0.519
C -0.63514 1.39237 0.04345 -0.074 0.300 0.321 -0.328
H -2.55929 1.70620 1.04982 -0.052 -0.049 -0.008 0.338
H 1.09619 -2.83781 1.63827 -0.432 0.163 -0.035 0.269
N 1.36604 -2.16091 0.92313 -0.278 0.720 -0.673 -0.769
H -1.65218 -1.06722 -1.75500 -0.004 0.146 0.053 0.260
C -2.45317 -0.14911 -0.04628 0.163 0.265 0.217 0.420
H 0.24924 1.59935 0.64422 -0.088 -0.053 -0.179 0.268
H 3.79169 0.41702 -0.67423 0.015 0.026 0.045 0.362
H 2.30407 -1.01930 -1.58619 -0.065 0.123 0.180 0.236
N -1.57120 -0.32924 -1.07107 0.174 -0.278 -0.417 -0.261
N 0.64726 -0.58428 -0.47939 0.290 -1.818 1.170 0.742
N 1.93187 -0.36762 -0.90513 -0.599 -0.407 -0.188 -0.464
N -0.33259 0.30765 -0.91430 0.073 0.188 -0.163 -0.252
C 2.77722 0.47037 -0.24468 0.283 -0.097 -0.202 0.069
C -1.84032 0.91574 0.84908 0.081 -0.054 0.120 -0.500
N 0.36408 -1.51942 0.56764 1.009 0.857 -0.606 0.196
H -1.55833 0.45799 1.80003 -0.057 -0.020 -0.065 0.250
O -3.51571 -0.70229 0.05834 -0.363 -0.197 0.050 -0.629
```
Forces are in eV/Å.

Calculated values
net charge = 0
HOMO energy = -0.3300 Ha
frontier orbital gap = 9.77 eV
multiplicity = 1
SMILES = [H]/N=N/N(NC=O)N1CCC(=O)N1


Entry from the OMol25 dataset: a structure of composition C4H6O3Pr in a non-equilibrium geometry (ωB97M-V with the def2-TZVPD basis set).

Structure (XYZ):
```
14
Properties=species:S:1:pos:R:3:forces:R:3:lowdin_spin:R:1
O -0.05268 -0.94283 0.26690 -1.277 1.633 -1.166 0.000
C 1.74146 1.90252 -1.73186 -0.811 0.353 -0.568 -0.097
O -1.06262 0.86203 -0.50796 1.334 1.771 -1.788 -0.045
C 2.05790 1.70368 -0.57923 0.303 -0.484 0.494 -0.100
C 0.00081 -2.00316 1.24926 -0.003 -1.291 0.791 -0.001
H 2.63992 1.48747 0.30538 -0.418 0.054 0.083 -0.002
H -0.67102 -2.80761 0.93543 0.241 0.102 0.126 0.000
H 0.12021 1.19991 -0.74134 -1.338 -0.330 0.156 0.008
H 1.04268 -2.32905 1.25831 -0.288 0.035 -0.083 0.000
O -2.25261 -0.57848 0.59814 -2.465 0.936 -1.267 -0.068
Pr -3.65846 1.17742 -0.62481 1.717 -1.410 1.027 2.308
C -1.15886 -0.30653 0.07956 2.968 -1.144 2.292 -0.002
H -0.28334 -1.60656 2.22864 0.022 -0.007 -0.236 0.000
H 1.53660 2.24120 -2.73640 0.018 -0.218 0.140 -0.001
```
Forces are in eV/Å.

Calculated values
net charge = +3
HOMO energy (spin up / spin down) = -0.7913 / -0.8116 Ha
frontier orbital gap (spin up / spin down) = 3.32 / 7.73 eV
multiplicity = 3
expectation value of S² = 2.261


Energy above the lowest of the compared OMol25 structures with the same formula, charge and spin in kcal/mol, matching the order above: 0.3 11.3 0.0
Total energy in eV, matching the order above: -2203.61906 -17309.63971 -24419.56670